67
Properties=species:S:1:pos:R:3 method="wB97M-V/def2-TZVPD" multiplicity=2 homo_lumo_gap_ev="5.42 / 6.32" total_charge=-1 e_homo_ev="-3.5 / -4.4"
Ti 0.57 -0.22 -0.85
C -1.60 -2.12 -1.96
N -0.28 -2.04 -1.36
C 0.50 -3.11 -1.01
C 1.66 -2.83 -0.29
C 3.00 -3.38 -0.29
C 3.85 -2.40 0.30
C 3.08 -1.30 0.55
N 1.80 -1.48 0.08
C -1.69 -3.03 -3.18
C -0.83 -2.89 -4.28
C -0.80 -3.93 -5.21
C -1.68 -5.00 -5.11
C -2.64 -5.09 -4.08
C -2.70 -4.03 -3.15
H -1.89 -1.08 -2.25
H -2.32 -2.49 -1.20
H 0.28 -4.12 -1.39
H 3.25 -4.40 -0.66
H 4.93 -2.59 0.52
H 3.38 -0.32 0.99
H -0.09 -2.09 -4.26
H -0.12 -3.84 -6.06
H -1.70 -5.73 -5.89
H -3.24 -6.00 -4.07
H -3.32 -4.10 -2.24
Cl 2.00 1.87 -7.06
C 1.29 1.76 -5.55
C -0.07 2.24 -5.38
Cl -0.83 3.02 -6.71
C -0.71 1.97 -4.18
Cl -2.39 2.27 -4.04
C -0.05 1.16 -3.18
O -0.70 0.81 -2.09
C 1.29 0.77 -3.35
O 1.70 -0.16 -2.45
C 2.01 1.23 -4.50
Cl 3.71 0.90 -4.51
Br 1.94 1.91 0.51
N 1.56 1.40 4.15
C 1.34 1.68 5.47
C 0.81 2.92 5.90
C 0.49 3.20 7.24
C 0.79 2.25 8.17
C 1.40 1.02 7.80
C 1.76 0.74 6.48
H 1.61 0.49 3.79
H 1.68 2.13 3.44
H 0.60 3.71 5.16
H 0.07 4.16 7.59
H 0.61 2.39 9.24
H 1.67 0.33 8.60
H 2.20 -0.17 6.10
O -0.76 0.18 0.48
S -2.20 0.86 0.79
C -2.27 2.55 0.01
C -1.76 3.49 1.09
C -2.33 2.95 2.43
C -1.78 1.49 2.43
H -3.32 2.71 -0.24
H -1.66 2.45 -0.86
H -2.15 4.54 0.93
H -0.66 3.58 1.12
H -3.42 2.94 2.42
H -1.93 3.51 3.30
H -2.26 0.92 3.22
H -0.67 1.45 2.56

---

17
Properties=species:S:1:pos:R:3 method="wB97M-V/def2-TZVPD" multiplicity=4 homo_lumo_gap_ev="3.18 / 4.46" total_charge=-1 e_homo_ev="0.0 / -1.3"
C 1.45 -0.22 1.76
V 0.15 -0.29 0.13
N -1.36 -0.90 -1.40
N 1.52 0.15 -1.37
H -1.73 -0.05 -1.83
H 0.71 -1.12 1.30
H 1.11 -0.02 2.78
H 1.51 0.75 1.23
H 2.46 -0.63 1.81
H 1.23 0.88 -2.02
H 1.75 -0.67 -1.94
H 2.42 0.46 -0.99
H -1.10 -1.53 -2.16
H -2.17 -1.34 -0.94
O -3.21 1.94 1.58
C -2.26 1.40 1.12
N -1.30 0.85 0.66

---

E_tot: -7135.181785; -1265.624038 (a.u.)